[1]
{
  "formula": "C4H2CuO",
  "method": "ωB97M-V/def2-TZVPD",
  "lumo_energy_ev": [-6.416, -9.039],
  "orbital_gap_ev": [6.39, 6.68],
  "total_charge": 1,
  "multiplicity": 3,
  "species": ["Cu", "O", "C", "C", "C", "C", "H", "H"],
  "positions_angstrom": [[-2.26, 0.02, 0.08], [0.56, -0.42, 2.34], [1.23, 0.78, -1.28], [0.39, 0.67, -0.39], [-0.02, -0.96, 1.45], [-0.32, -0.53, 0.09], [0.84, 1.83, -1.69], [-0.41, -1.38, -0.60]]
}

[2]
{
  "formula": "C15H19ClN2OS",
  "method": "ωB97M-V/def2-TZVPD",
  "lumo_energy_ev": 0.534,
  "orbital_gap_ev": 8.54,
  "species": ["Cl", "S", "O", "N", "N", "C", "C", "C", "C", "C", "C", "C", "C", "C", "C", "C", "C", "C", "C", "C", "H", "H", "H", "H", "H", "H", "H", "H", "H", "H", "H", "H", "H", "H", "H", "H", "H", "H", "H"],
  "positions_angstrom": [[-4.96, 5.40, -1.43], [-2.21, 0.02, -3.44], [0.00, 1.64, -2.20], [0.26, -0.59, 0.36], [0.42, 0.50, -0.53], [-4.29, 3.48, -3.24], [1.87, -2.97, 2.56], [-4.15, 3.91, -1.87], [-3.58, 2.42, -3.49], [3.91, -1.97, 1.63], [3.50, -0.51, 1.25], [-3.00, 1.44, -2.55], [-3.08, 1.88, -1.27], [2.88, -2.92, 1.59], [-3.61, 3.01, -1.03], [2.09, 0.10, 2.11], [-0.92, -0.39, -2.17], [0.54, -2.19, 2.26], [-0.24, 0.76, -1.62], [1.00, -0.70, 1.52], [-4.79, 4.02, -4.10], [-0.13, -2.01, 3.22], [4.76, -2.06, 1.28], [1.79, 0.92, 1.81], [1.12, 0.98, -0.05], [3.16, -0.56, 0.34], [-1.67, -0.67, -0.92], [2.59, -2.93, 0.55], [4.03, 0.39, 1.69], [2.21, -0.19, 3.06], [-3.85, 3.15, 0.21], [-2.53, 1.22, -0.59], [2.11, -2.82, 3.58], [1.40, -4.11, 2.69], [4.14, -1.73, 2.66], [3.41, -4.02, 1.70], [0.02, -2.71, 1.41], [-3.57, 2.08, -4.57], [-0.59, -1.24, -2.40]]
}

[3]
{
  "formula": "C4H9ClO2P",
  "method": "ωB97M-V/def2-TZVPD",
  "lumo_energy_ev": 3.318,
  "orbital_gap_ev": 8.05,
  "total_charge": -1,
  "species": ["Cl", "P", "O", "O", "C", "C", "C", "C", "H", "H", "H", "H", "H", "H", "H", "H", "H"],
  "positions_angstrom": [[-4.16, 0.12, -0.88], [1.18, 0.78, -0.58], [1.04, 2.01, 0.18], [0.22, 0.54, -1.64], [1.36, -0.56, 0.54], [-2.93, 1.18, -0.30], [2.43, -0.15, 1.65], [-2.99, 1.79, 0.85], [0.36, -0.79, 1.00], [-3.90, 1.67, 1.39], [-2.28, 2.59, 1.33], [2.13, 0.83, 2.13], [-2.04, 1.25, -0.99], [2.41, 0.51, -1.28], [2.56, -0.91, 2.44], [3.32, 0.00, 1.13], [1.72, -1.57, 0.17]]
}

[4]
{
  "formula": "C6H9N",
  "method": "ωB97M-V/def2-TZVPD",
  "smiles": "C=N[C@H]1CC12CC2",
  "lumo_energy_ev": 1.172,
  "orbital_gap_ev": 10.59,
  "species": ["N", "C", "C", "C", "C", "C", "C", "H", "H", "H", "H", "H", "H", "H", "H", "H"],
  "positions_angstrom": [[-1.73, 0.15, -0.28], [-2.54, -0.23, 0.62], [0.32, -0.19, -1.65], [0.71, 0.06, -0.25], [1.06, 1.17, 0.65], [1.86, -0.11, 0.66], [-0.57, -0.65, -0.51], [0.40, 1.35, 1.50], [1.51, 2.07, 0.24], [-0.07, 0.65, -2.23], [1.78, -0.78, 1.51], [-2.42, -1.16, 1.19], [0.87, -0.93, -2.23], [-0.62, -1.72, -0.29], [-3.40, 0.40, 0.85], [2.85, -0.08, 0.21]]
}

[5]
{
  "formula": "C32H76BrF7NO12P2S",
  "method": "ωB97M-V/def2-TZVPD",
  "lumo_energy_ev": 1.721,
  "orbital_gap_ev": 7.55,
  "total_charge": -1,
  "species": ["Br", "S", "P", "P", "F", "F", "F", "F", "F", "F", "F", "O", "O", "O", "O", "O", "O", "O", "O", "O", "O", "O", "O", "N", "C", "C", "C", "C", "C", "C", "C", "C", "C", "C", "C", "C", "C", "C", "C", "C", "C", "C", "C", "C", "C", "C", "C", "C", "C", "C", "C", "C", "C", "C", "C", "C", "H", "H", "H", "H", "H", "H", "H", "H", "H", "H", "H", "H", "H", "H", "H", "H", "H", "H", "H", "H", "H", "H", "H", "H", "H", "H", "H", "H", "H", "H", "H", "H", "H", "H", "H", "H", "H", "H", "H", "H", "H", "H", "H", "H", "H", "H", "H", "H", "H", "H", "H", "H", "H", "H", "H", "H", "H", "H", "H", "H", "H", "H", "H", "H", "H", "H", "H", "H", "H", "H", "H", "H", "H", "H", "H", "H"],
  "positions_angstrom": [[-2.17, 1.49, -1.98], [-3.48, -5.12, -1.10], [-1.75, -4.09, -0.36], [-2.21, -4.69, 1.70], [-5.82, -4.79, 0.51], [-6.20, -1.92, 0.56], [-4.86, -2.64, -2.59], [-6.49, -0.89, -1.59], [-6.89, -3.77, -2.64], [-5.93, -5.74, -1.53], [-8.06, -2.50, -0.80], [-3.77, -4.06, 2.32], [-0.38, -2.61, -2.47], [-3.45, -5.42, -2.66], [-3.98, 4.74, -2.35], [7.53, 6.74, 3.13], [-3.50, -6.63, -0.60], [3.67, -4.78, 1.42], [-1.17, -3.96, 2.95], [4.81, 4.20, 0.38], [5.10, 0.04, -2.87], [-2.38, -6.18, 2.07], [-7.28, 4.99, 2.38], [0.92, -7.93, -1.71], [-5.11, 4.04, -1.83], [-6.06, 3.70, -2.96], [8.23, 7.83, 1.11], [-9.36, 3.95, 1.77], [-0.72, -5.64, -0.82], [-6.59, -2.17, -0.81], [-5.81, -3.31, -1.67], [4.53, 5.65, 2.28], [-2.64, -2.46, 0.09], [8.61, 6.86, 2.22], [-0.14, -2.43, -3.90], [-2.75, -0.47, -1.88], [5.96, 1.78, -1.46], [5.02, 1.43, -2.60], [-8.41, 4.29, 2.90], [3.96, 4.48, 1.49], [-5.79, 4.90, -0.77], [5.37, 2.21, -3.86], [1.28, -7.35, -0.36], [9.85, 7.33, 2.96], [-0.10, -6.63, 0.24], [-9.09, 5.15, 3.96], [3.54, -4.10, 2.66], [-5.19, -4.59, -0.85], [1.51, -2.20, -4.07], [-0.11, -3.39, 0.33], [4.58, -4.65, 3.64], [3.72, -2.61, 2.45], [-2.12, -1.04, -0.50], [-1.42, -3.57, -2.18], [3.82, 3.24, 2.35], [2.25, -1.83, -2.64], [-3.91, -0.42, -1.77], [4.56, -4.61, 1.07], [4.50, -4.15, 4.61], [2.98, 4.76, 1.08], [-4.31, 5.56, -2.76], [6.01, -0.17, -3.13], [-10.23, 3.40, 2.14], [10.71, 7.42, 2.28], [10.11, 6.63, 3.76], [5.92, 2.84, -1.21], [-1.20, -6.30, -1.70], [5.53, 5.41, 2.66], [2.11, -6.53, -0.48], [-0.20, -2.39, 0.94], [-4.04, -4.59, 3.13], [0.46, -4.12, 1.09], [3.88, 5.90, 3.13], [-5.09, 5.15, 0.03], [7.33, 7.48, 0.59], [-0.68, -1.47, -4.32], [-9.71, 4.86, 1.27], [5.59, -4.50, 3.26], [7.00, 1.52, -1.71], [3.42, 2.40, 1.76], [-2.40, -0.20, 0.32], [-9.43, 6.10, 3.54], [7.36, 7.62, 3.51], [1.75, -1.39, -4.91], [8.00, 8.82, 1.51], [6.38, 1.97, -4.20], [1.58, -8.70, -1.97], [-9.95, 4.63, 4.40], [5.69, 3.95, 0.73], [3.99, 1.65, -2.30], [3.35, -1.47, -2.89], [9.68, 8.31, 3.43], [4.80, 2.91, 2.73], [-0.61, -4.72, 3.34], [5.30, 3.29, -3.68], [0.76, -3.24, -0.44], [-2.36, -0.94, -2.87], [-3.79, -2.45, 0.06], [-1.12, -4.48, -2.89], [-6.93, 3.15, -2.59], [4.71, -2.39, 2.02], [4.44, -5.72, 3.78], [-4.74, 3.12, -1.37], [2.39, -2.78, -1.93], [2.54, -4.30, 3.05], [1.96, -3.23, -4.44], [8.79, 5.87, 1.79], [1.56, -8.21, 0.42], [-6.41, 4.61, -3.47], [9.03, 7.93, 0.37], [-7.61, 5.81, 1.97], [0.18, -6.26, 1.31], [-6.65, 4.38, -0.34], [-8.04, 3.37, 3.36], [-2.35, -2.31, 1.24], [1.11, -7.16, -2.40], [5.71, 1.20, -0.56], [-8.86, 3.34, 1.01], [3.62, -2.06, 3.38], [-2.38, -3.10, -2.71], [-0.93, -0.92, -0.59], [4.63, 6.53, 1.65], [1.70, -0.94, -2.09], [0.24, -5.17, -1.37], [-5.56, 3.10, -3.72], [4.69, 1.95, -4.67], [-0.39, -3.34, -4.59], [3.16, 3.41, 3.20], [-0.85, -7.55, 0.41], [2.98, -2.23, 1.73], [-8.39, 5.40, 4.76], [-6.13, 5.85, -1.20]]
}

[6]
{
  "formula": "C4H14NO5",
  "method": "ωB97M-V/def2-TZVPD",
  "lumo_energy_ev": 3.499,
  "orbital_gap_ev": 7.70,
  "total_charge": -1,
  "species": ["O", "O", "O", "O", "O", "N", "C", "C", "C", "C", "H", "H", "H", "H", "H", "H", "H", "H", "H", "H", "H", "H", "H", "H"],
  "positions_angstrom": [[-1.36, 0.78, 0.92], [-0.05, -0.56, 2.52], [3.21, 1.21, 3.21], [-0.16, -1.73, -1.11], [-1.02, -4.43, -1.34], [-0.12, 2.23, -0.49], [0.14, -0.57, -0.85], [0.26, 1.88, -1.81], [-1.47, 1.74, 0.03], [0.18, 0.34, -2.12], [1.31, 2.10, -2.08], [0.68, -0.35, 0.05], [3.62, 0.37, 2.95], [-2.09, 1.41, -0.85], [0.82, -0.06, -2.92], [-0.63, -1.33, 2.49], [-1.10, -3.44, -1.35], [-0.30, 2.48, -2.51], [-0.52, -4.59, -0.53], [-2.00, 2.61, 0.47], [0.55, 1.90, 0.21], [-0.84, 0.10, -2.58], [2.29, 0.91, 3.37], [-0.53, 0.16, 1.86]]
}

no.,largest force on an atom (hartree/bohr)
1,0.1197
2,0.3551
3,0.0740
4,0.0079
5,0.2371
6,0.0729